A 10-piece molecular cluster, C6H32N12O10 overall, computed with the ωB97M-V functional and the def2-TZVPD basis.

Calculated values
Relative energy (zero: lowest compared OMol25 entry of this formula, charge and spin): 99.6 kJ/mol
Structure (SMILES): NC(N)=O.NC(N)=O.NC(N)=O.NC(N)=O.NC(N)=O.NC(N)=O.O.O.O.O
Net charge: 0

Each atom is followed by the atoms it is bonded to, with distances in Å.
Geometry (Å):
1 O -1.115 4.333 0.723  H2 0.961, H3 0.972
2 H -0.616 4.796 0.044  O1 0.961
3 H -0.856 3.401 0.628  O1 0.972
4 O 0.614 0.864 -3.054  H5 0.970, H6 0.961
5 H -0.341 1.018 -3.121  O4 0.970
6 H 1.011 1.378 -3.763  O4 0.961
7 O -4.133 -1.786 -2.094  H8 0.970, H9 0.961
8 H -3.387 -2.396 -1.985  O7 0.970
9 H -4.154 -1.587 -3.034  O7 0.961
10 O -4.279 -2.019 0.707  H11 0.970, H12 0.961
11 H -4.245 -2.245 -0.236  O10 0.970
12 H -5.181 -1.718 0.848  O10 0.961
13 C 3.342 2.263 3.308  O14 1.223, N15 1.360, N16 1.369
14 O 3.421 2.071 4.514  C13 1.223
15 N 2.242 2.150 2.517  C13 1.360, H17 1.003, H18 1.003
16 N 4.431 2.492 2.510  C13 1.369, H19 1.002, H20 1.001
17 H 2.476 2.286 1.551  N15 1.003
18 H 1.296 2.086 2.843  N15 1.003
19 H 4.248 2.516 1.525  N16 1.002
20 H 5.329 2.468 2.951  N16 1.001
21 C -0.954 -4.064 -1.070  O22 1.229, N23 1.360, N24 1.370
22 O -2.056 -3.792 -1.542  C21 1.229
23 N -0.249 -5.214 -1.243  C21 1.360, H25 1.002, H26 1.001
24 N -0.311 -3.095 -0.346  C21 1.370, H27 1.007, H28 1.003
25 H 0.447 -5.356 -0.535  N23 1.002
26 H -0.408 -5.820 -2.023  N23 1.001
27 H -0.883 -2.350 0.017  N24 1.007
28 H 0.631 -3.220 -0.025  N24 1.003
29 C -1.403 0.517 0.543  O30 1.248, N31 1.363, N32 1.361
30 O -0.715 1.539 0.748  C29 1.248
31 N -1.575 -0.520 1.410  C29 1.363, H33 1.009, H34 1.010
32 N -2.151 0.378 -0.586  C29 1.361, H35 1.005, H36 1.009
33 H -1.046 -0.345 2.251  N31 1.009
34 H -2.394 -1.105 1.322  N31 1.010
35 H -2.628 -0.501 -0.681  N32 1.005
36 H -2.197 1.106 -1.283  N32 1.009
37 C 2.908 0.231 -0.657  O38 1.234, N39 1.371, N40 1.378
38 O 3.643 0.938 0.038  C37 1.234
39 N 1.545 0.157 -0.529  C37 1.371, H41 1.004, H42 1.006
40 N 3.376 -0.733 -1.524  C37 1.378, H43 1.000, H44 1.003
41 H 1.138 -0.207 -1.371  N39 1.004
42 H 1.055 0.735 0.134  N39 1.006
43 H 2.693 -1.325 -1.953  N40 1.000
44 H 4.364 -0.889 -1.447  N40 1.003
45 C 1.215 -1.573 3.948  O46 1.220, N47 1.349, N48 1.387
46 O 0.507 -1.262 4.891  C45 1.220
47 N 2.564 -1.591 3.936  C45 1.349, H49 1.001, H50 1.008
48 N 0.694 -2.051 2.753  C45 1.387, H51 1.000, H52 1.000
49 H 3.149 -1.767 3.143  N47 1.001
50 H 3.002 -1.193 4.752  N47 1.008
51 H -0.289 -2.228 2.725  N48 1.000
52 H 1.375 -2.399 2.109  N48 1.000
53 C -2.080 2.603 -3.111  O54 1.234, N55 1.378, N56 1.350
54 O -2.358 1.409 -2.970  C53 1.234
55 N -1.489 3.088 -4.257  C53 1.378, H57 1.002, H58 1.004
56 N -2.292 3.504 -2.129  C53 1.350, H59 1.005, H60 1.002
57 H -1.182 4.037 -4.359  N55 1.002
58 H -1.098 2.386 -4.858  N55 1.004
59 H -2.603 3.153 -1.240  N56 1.005
60 H -2.050 4.448 -2.360  N56 1.002